{
  "formula": "C8H8",
  "method": "ωB97M-V/def2-TZVPD",
  "max_force_ha_per_bohr": 0.08686,
  "e_lumo_ha": 0.02462,
  "homo_lumo_gap_ev": 9.581,
  "symbols": ["C", "C", "C", "C", "C", "C", "C", "C", "H", "H", "H", "H", "H", "H", "H", "H"],
  "coordinates": [[2.309, 0.782, -0.787], [2.200, -0.529, -0.500], [1.311, -1.085, 0.541], [0.160, -0.567, 0.976], [-0.809, 0.316, 0.371], [-0.822, 1.683, 0.470], [-2.020, -0.260, -0.195], [-2.957, -0.666, -0.898], [3.138, 1.148, -1.425], [1.765, 1.488, -0.251], [2.842, -1.185, -1.097], [1.817, -1.874, 1.221], [-0.347, -1.079, 1.840], [0.036, 2.283, 0.842], [-1.767, 2.325, 0.433], [-3.717, -1.155, -1.428]],
  "nbo_charge": [-0.354, -0.233, -0.192, -0.207, -0.136, -0.325, -0.028, -0.206, 0.202, 0.185, 0.209, 0.218, 0.221, 0.195, 0.217, 0.232]
}